[1]
Molecular formula: C46H54BrCsI2N5O6PS2Si
Method: DFT, ωB97M-V/def2-TZVPD

Charge: -2
Maximum force (eV Å⁻¹): 1.59
Energy above the lowest of the compared OMol25 structures with the same formula, charge and spin (kJ/mol): 110.6
E_HOMO (hartree): -0.1085
E_LUMO (eV): 3.50
Multiplicity: 1
HOMO-LUMO gap (eV): 6.4

Element x y z (Å)
Cs  -0.398  0.079  0.041
I  -1.840  -0.641  3.477
I  -0.815  0.694  -3.569
Br  -4.164  -2.725  5.212
S  3.597  0.964  1.295
S  -1.261  -3.575  -0.261
P  2.218  -0.611  -2.722
Si  3.225  -5.749  2.246
O  -0.102  1.935  1.833
O  -1.236  3.002  3.451
O  1.309  3.750  0.237
O  -4.116  1.181  0.002
O  -2.554  0.488  -1.449
O  1.830  -5.046  2.007
N  2.566  -0.778  3.034
N  -0.763  -4.522  2.167
N  -1.628  3.135  -0.156
N  2.405  1.494  3.567
N  -2.914  -3.817  1.814
C  3.138  -7.644  2.102
C  1.778  0.466  -5.449
C  3.926  -0.289  -2.119
C  6.092  -0.887  -1.247
C  5.545  1.424  -1.591
C  0.479  1.036  -5.208
C  -0.932  4.329  -0.599
C  -0.100  1.856  -6.145
C  -1.101  -4.965  3.497
C  1.703  1.571  -7.675
C  -4.428  -0.846  5.135
C  2.555  -0.337  -4.542
C  1.335  2.438  5.527
C  1.681  -5.175  -2.347
C  -3.210  1.374  -0.824
C  4.838  -1.257  -1.714
C  -1.023  2.686  2.261
C  3.726  -0.904  -4.989
C  1.926  -4.385  -1.233
C  1.648  -0.040  5.125
C  -3.782  1.376  4.508
C  -5.557  -0.347  5.769
C  0.511  2.148  -7.377
C  -3.537  0.004  4.492
C  -2.746  2.828  -1.051
C  0.277  4.706  0.245
C  1.802  -3.230  -3.763
C  4.288  1.056  -2.036
C  1.814  1.259  4.754
C  -1.647  -3.985  1.328
C  -2.046  3.205  1.237
C  -4.909  1.875  5.139
C  3.569  0.127  -7.127
C  4.238  -0.698  -6.279
C  2.010  -1.045  4.195
C  1.610  -4.596  -3.606
C  3.989  -5.432  3.962
C  2.821  0.512  2.696
C  6.452  0.450  -1.192
C  2.346  0.723  -6.740
C  -3.919  -3.061  1.087
C  2.075  -2.429  -2.655
C  4.582  -5.204  1.037
C  1.753  -2.481  4.518
C  2.118  -3.021  -1.390
C  -5.801  1.016  5.766
H  4.771  -4.133  1.155
H  -3.676  -1.997  1.006
H  -2.391  2.932  -2.077
H  -0.214  -5.446  3.907
H  3.951  0.343  -8.119
H  6.781  -1.652  -0.909
H  4.117  -8.117  2.232
H  5.803  2.473  -1.516
H  -6.238  -1.032  6.256
H  -4.009  -3.452  0.077
H  0.014  2.804  -8.082
H  -0.597  4.162  -1.627
H  0.693  5.627  -0.174
H  0.795  -2.590  5.026
H  -3.597  3.512  -0.896
H  1.927  -4.794  -0.228
H  5.024  -5.787  4.001
H  2.454  2.435  3.202
H  -1.076  2.273  -5.935
H  -2.347  4.223  1.530
H  2.044  3.265  5.458
H  1.391  -5.207  -4.475
H  2.287  -2.416  -0.503
H  -4.868  -3.175  1.612
H  7.426  0.737  -0.813
H  -1.618  5.202  -0.606
H  2.459  -8.053  2.857
H  4.567  -2.305  -1.741
H  -5.087  2.942  5.134
H  4.279  -5.370  0.000
H  0.957  2.962  0.695
H  -0.041  4.937  1.271
H  1.512  -6.238  -2.226
H  5.522  -5.739  1.207
H  -6.686  1.402  6.255
H  5.168  -1.170  -6.572
H  -2.929  2.571  1.357
H  1.735  -2.791  -4.750
H  1.794  -3.098  3.620
H  1.171  -0.290  6.061
H  -2.984  -3.744  2.817
H  2.188  1.742  -8.629
H  2.529  -2.839  5.201
H  0.383  2.753  5.082
H  1.192  2.174  6.573
H  0.236  -4.692  1.900
H  4.297  -1.521  -4.307
H  -1.927  -5.686  3.487
H  3.999  -4.359  4.170
H  3.428  -5.930  4.759
H  -1.378  -4.138  4.163
H  2.750  -7.930  1.121
H  3.564  1.821  -2.297
H  -3.071  2.045  4.032

***

[2]
Molecular formula: C46H54BrFN2O15
Method: DFT, ωB97M-V/def2-TZVPD

Maximum force (eV Å⁻¹): 8.73
E_HOMO (hartree): -0.3176
E_LUMO (eV): -1.92
Multiplicity: 1
HOMO-LUMO gap (eV): 6.7

Element x y z (Å)
Br  -3.730  -1.203  -6.003
F  0.943  -0.512  1.678
O  6.920  -0.205  -2.820
O  1.667  -0.608  -4.209
O  -7.092  -2.607  4.460
O  -3.619  -3.439  2.124
O  -3.373  1.500  -3.901
O  -7.277  -5.480  4.318
O  11.516  -0.730  -3.803
O  6.182  -0.129  -5.462
O  10.787  -0.564  -6.444
O  -8.363  -2.773  6.888
O  -6.614  1.536  7.749
O  -1.396  0.471  3.263
O  -5.419  1.737  5.287
O  -5.678  -7.010  5.942
O  -2.022  -5.034  3.686
N  -0.616  -2.391  -5.961
N  2.137  -1.272  -1.011
C  -6.122  0.602  5.646
C  -1.415  0.410  0.640
C  -4.168  -4.315  3.042
C  9.231  -0.476  -3.247
C  -1.600  -0.957  3.555
C  0.744  -0.684  -0.985
C  5.515  2.224  -0.788
C  0.370  -0.780  -3.868
C  -0.177  -0.400  -2.336
C  0.610  4.891  -0.213
C  -7.636  -1.649  6.539
C  0.492  -4.151  -4.299
C  0.584  -3.278  -5.687
C  -2.120  0.874  2.047
C  -7.522  -0.616  7.376
C  -2.178  -0.694  -4.812
C  -6.066  -5.352  4.170
C  -3.232  -5.138  3.857
C  -3.795  1.386  -0.708
C  -2.527  0.471  -3.664
C  0.088  -0.263  0.490
C  -2.299  0.691  -0.751
C  7.824  -0.306  -3.643
C  8.471  -0.351  -6.018
C  -5.130  -6.154  5.004
C  4.054  4.096  -1.999
C  -1.703  0.276  -2.225
C  -5.490  -4.419  3.189
C  -3.808  -6.053  4.854
C  5.674  1.202  0.486
C  2.932  5.247  -1.675
C  -0.389  -1.541  4.549
C  1.371  4.702  -1.690
C  10.192  -0.567  -4.167
C  -2.071  5.229  -0.822
C  -6.749  0.577  6.996
C  -3.696  3.026  -0.877
C  -0.682  5.895  -0.269
C  -6.986  -1.635  5.199
C  7.509  -0.263  -5.097
C  5.677  -0.392  0.096
C  3.977  2.763  -1.046
C  -6.233  -0.432  4.811
C  9.880  -0.496  -5.622
C  -0.801  -1.317  -4.911
C  -2.125  3.591  -0.799
H  -7.988  -0.613  8.353
H  -5.483  2.340  6.059
H  -0.801  6.455  0.777
H  3.432  1.897  -1.661
H  0.096  -0.680  5.204
H  9.444  -0.524  -2.186
H  -0.399  6.763  -1.038
H  3.051  6.073  -2.529
H  -4.449  0.924  -1.593
H  1.619  -2.733  -5.724
H  12.017  -0.767  -4.647
H  4.882  -0.980  0.764
H  1.120  -5.149  -4.379
H  -3.116  -6.632  5.453
H  5.682  -0.085  -4.618
H  5.133  4.571  -1.814
H  6.716  -0.929  0.272
H  -2.598  -1.023  4.207
H  -5.780  -0.428  3.828
H  -2.174  2.065  2.027
H  -4.250  3.367  -1.861
H  1.425  5.439  0.466
H  5.868  1.702  -1.801
H  -1.676  3.231  0.224
H  1.005  -3.526  -3.422
H  -6.182  -3.829  2.602
H  4.884  1.480  1.335
H  -8.293  -3.378  6.117
H  0.763  5.319  -2.512
H  -1.447  -3.048  -5.866
H  4.053  3.773  -3.139
H  -6.651  -6.903  5.855
H  3.250  5.773  -0.680
H  0.607  -4.076  -6.574
H  2.395  -1.672  -1.940
H  -4.347  3.474  0.018
H  -3.260  0.523  2.092
H  -0.601  -4.455  -4.008
H  -1.747  -1.622  2.590
H  2.882  -0.539  -0.814
H  0.451  -2.075  3.900
H  -1.533  3.203  -1.730
H  5.348  -0.610  -1.027
H  -0.913  -2.300  5.280
H  -4.401  1.106  0.281
H  -2.647  -3.550  2.206
H  6.737  1.434  0.967
H  -2.353  5.711  -1.872
H  -2.934  5.598  -0.083
H  1.419  3.578  -2.024
H  6.298  3.100  -0.612
H  3.347  2.922  -0.073
H  8.256  -0.318  -7.078
H  0.411  3.858  0.325

***

[3]
Molecular formula: C46H54Cl2N3O4S5SbSiTi
Method: DFT, ωB97M-V/def2-TZVPD

Charge: -2
Maximum force (eV Å⁻¹): 2.07
Energy above the lowest of the compared OMol25 structures with the same formula, charge and spin (kJ/mol): 88.8
E_HOMO (alpha / beta) (hartree): -0.0117 / -0.0792
E_LUMO (alpha / beta) (eV): 4.04 / 4.02
Multiplicity: 3
HOMO-LUMO gap (alpha / beta) (eV): 4.4 / 6.2
Expectation value of S²: 2.012

Element x y z (Å)
Sb  2.460  1.366  -0.116
Ti  -0.099  -0.440  0.351
Cl  -0.757  2.399  3.895
Cl  -3.320  3.238  2.928
S  2.393  -4.338  2.479
S  1.325  -2.796  4.633
S  2.883  -5.262  5.273
S  1.296  -2.457  0.362
S  0.131  -0.705  2.779
Si  -3.541  -1.326  0.440
O  -2.051  -0.796  0.191
O  0.104  -0.551  -1.447
O  -1.637  3.346  0.604
O  -0.531  1.422  0.807
N  -2.529  1.371  -2.179
N  -1.712  2.559  -2.267
N  -0.040  -2.171  -3.177
C  5.653  4.940  -1.780
C  2.475  4.094  3.994
C  4.468  3.885  0.027
C  3.052  2.841  4.109
C  3.795  -0.994  -1.413
C  5.888  0.973  1.106
C  -5.464  -0.294  2.426
C  -1.346  2.335  1.222
C  5.054  4.047  -2.660
C  -5.841  -1.541  -1.300
C  -0.249  -3.249  -2.226
C  -5.002  -3.673  1.192
C  -4.407  -1.760  -3.657
C  4.166  3.067  -2.212
C  5.972  -1.977  -1.260
C  1.874  3.576  1.736
C  -3.745  -1.606  -2.442
C  5.352  4.859  -0.429
C  0.628  -2.614  -4.377
C  4.713  -1.937  -1.845
C  4.107  -0.056  -0.425
C  -1.974  2.125  2.630
C  -5.829  2.070  1.027
C  5.395  -0.060  0.121
C  1.493  -2.911  2.017
C  -6.513  -1.688  -2.508
C  3.529  2.144  -3.224
C  -2.637  -3.943  0.420
C  -4.441  -1.510  -1.236
C  -4.719  -0.083  1.262
C  6.301  -1.046  -0.290
C  3.649  0.561  3.292
C  -3.593  -3.062  1.238
C  3.870  2.963  -0.838
C  -6.379  0.651  2.884
C  -4.916  1.126  0.577
C  2.500  2.329  1.830
C  -5.795  -1.806  -3.693
C  2.235  -4.186  4.187
C  0.618  0.164  -3.725
C  -6.567  1.833  2.182
C  3.057  1.928  3.046
C  1.856  4.458  2.803
C  0.241  -0.869  -2.718
C  0.993  -2.182  3.025
C  -3.105  -3.045  2.693
H  -2.346  1.113  2.730
H  -0.011  0.104  -4.624
H  5.087  1.623  1.442
H  -5.721  -3.073  1.763
H  -2.623  -4.964  0.824
H  -7.266  2.578  2.547
H  5.278  4.110  -3.722
H  -6.314  -1.919  -4.638
H  1.407  3.873  0.799
H  2.475  4.774  4.841
H  -3.051  -4.070  3.089
H  2.802  -0.994  -1.853
H  -5.347  -1.217  2.987
H  -2.249  0.817  -1.368
H  -3.770  -2.467  3.345
H  -2.942  -3.995  -0.633
H  -4.350  1.325  -0.333
H  3.569  -0.085  2.420
H  -7.598  -1.702  -2.528
H  2.443  2.222  -3.172
H  0.694  -3.727  -1.932
H  -0.711  -2.869  -1.327
H  3.847  2.390  -4.239
H  6.694  -2.730  -1.561
H  6.649  1.603  0.635
H  -2.667  -1.530  -2.432
H  -5.372  -3.749  0.165
H  -5.957  2.997  0.479
H  4.254  3.846  1.088
H  1.667  0.071  -4.049
H  -0.904  -4.001  -2.675
H  -1.617  -3.552  0.460
H  3.798  1.104  -3.023
H  1.356  5.416  2.708
H  1.709  -2.788  -4.220
H  3.112  0.078  4.108
H  4.700  0.637  3.585
H  -3.837  -1.837  -4.578
H  0.511  -1.893  -5.183
H  -6.942  0.464  3.793
H  3.502  2.539  5.053
H  6.343  5.692  -2.149
H  -2.112  -2.604  2.767
H  0.176  -3.555  -4.695
H  -1.440  2.785  -1.318
H  6.341  0.490  1.975
H  5.804  5.549  0.277
H  -2.285  0.796  -2.972
H  7.289  -1.066  0.163
H  -6.417  -1.436  -0.382
H  0.461  1.139  -3.275
H  -2.357  3.291  -2.513
H  4.437  -2.655  -2.610
H  -4.987  -4.683  1.624